(1)
Computed, not measured: a structure of composition C10H6BrClF6IrN2O8S2 in a non-equilibrium geometry, with the ωB97M-V functional and the def2-TZVPD basis.

Positions of all 37 atoms, in Å:
Ir: 0.11 0.08 -0.09
O: 1.68 -2.07 5.34
C: 1.35 -1.48 4.21
C: 1.65 -0.14 3.91
C: 1.26 0.37 2.70
N: 0.60 -0.37 1.80
C: 0.32 -1.64 2.10
Br: -0.62 -2.51 0.70
C: 0.66 -2.25 3.27
H: 2.16 -1.49 5.95
H: 2.18 0.49 4.62
H: 1.48 1.40 2.44
H: 0.41 -3.28 3.47
F: -2.27 0.63 -4.42
C: -0.98 0.78 -4.20
F: -0.31 0.68 -5.33
F: -0.74 1.95 -3.63
S: -0.44 -0.59 -3.07
O: -1.36 -0.54 -1.93
O: -0.35 -1.79 -3.83
N: 0.93 -0.01 -2.51
S: 2.22 -0.82 -2.03
O: 1.97 -0.97 -0.56
O: 3.42 -0.21 -2.44
C: 2.27 -2.58 -2.66
F: 2.27 -2.59 -3.97
F: 1.26 -3.28 -2.17
F: 3.41 -3.07 -2.21
O: 0.89 2.94 0.09
C: 0.58 1.86 -0.04
Cl: -3.77 2.46 2.12
C: -3.78 1.49 0.63
C: -2.36 1.41 0.11
O: -1.90 2.14 -0.73
O: -1.64 0.49 0.74
H: -4.40 1.99 -0.10
H: -4.17 0.50 0.87

**HOMO**: -13.3 eV
**Total energy**: -5629.93845 Eh
**Net charge**: +1
**Orbital gap**: 8.367 eV
**LUMO**: -0.1820 hartree
**ΔE to the lowest compared entry with this formula, charge and spin**: 24.16 kcal per mole
**Molar mass**: 767.9 g/mol

=====

(2)
Computed, not measured: a structure of composition C34H50P2Pb in a non-equilibrium geometry, with the ωB97M-V functional and the def2-TZVPD basis.

Positions of all 87 atoms, in Å:
Pb: -0.82 1.16 -2.90
C: -0.24 -3.26 2.73
C: 1.06 -3.23 2.15
C: 1.13 -2.02 4.10
C: -0.20 -2.50 3.93
C: 1.90 -2.46 2.99
C: -1.44 -3.92 2.18
H: -1.16 -4.77 1.55
H: -2.04 -3.24 1.56
H: -2.09 -4.29 2.98
C: -1.33 -2.22 4.84
H: -2.10 -2.99 4.73
H: -1.79 -1.25 4.62
H: -1.00 -2.20 5.88
C: 1.62 -1.17 5.20
H: 1.08 -1.39 6.13
H: 1.47 -0.10 4.99
H: 2.69 -1.33 5.37
C: 3.32 -2.15 2.75
H: 3.87 -2.08 3.69
H: 3.45 -1.18 2.23
H: 3.80 -2.92 2.12
C: 1.48 -3.92 0.91
H: 2.05 -4.84 1.13
H: 2.13 -3.27 0.30
H: 0.61 -4.21 0.30
C: -1.57 0.65 -4.83
C: -1.99 -0.75 -4.35
C: -1.16 -1.83 -5.04
C: 0.26 -1.87 -4.47
C: 0.62 -0.76 -3.47
C: 1.12 0.49 -3.90
C: 1.00 0.88 -5.35
C: -0.48 0.88 -5.87
H: -1.13 -1.63 -6.11
H: 0.97 -1.85 -5.31
H: -1.67 -2.80 -4.97
H: -0.55 0.14 -6.68
H: -2.39 1.37 -4.92
H: -3.08 -0.85 -4.51
H: -0.64 1.87 -6.34
H: 1.44 1.88 -5.47
H: 1.84 1.03 -3.26
H: 1.61 0.22 -5.99
H: 0.40 -2.84 -3.96
H: 0.86 -1.11 -2.45
P: -2.14 -1.58 -2.46
P: 2.78 2.43 0.27
C: 0.94 3.19 -1.65
C: 2.31 3.49 -1.27
H: 0.19 3.23 -0.85
H: 0.62 3.59 -2.62
H: 3.00 3.30 -2.12
H: 2.40 4.54 -0.92
C: 3.64 3.61 1.34
H: 4.26 3.01 2.01
H: 2.85 4.10 1.94
H: 4.22 4.34 0.77
C: 4.04 1.44 -0.61
H: 4.60 2.04 -1.34
H: 3.52 0.61 -1.12
H: 4.72 1.00 0.13
C: -3.86 -1.31 -1.90
H: -4.17 -2.18 -1.31
H: -4.53 -1.18 -2.76
H: -3.92 -0.43 -1.25
C: -2.22 -3.41 -2.44
H: -2.22 -3.73 -1.38
H: -1.37 -3.91 -2.92
H: -3.15 -3.73 -2.92
C: -1.11 2.64 5.04
C: -0.85 1.37 4.46
C: -1.04 1.16 3.10
C: -1.55 2.21 2.28
C: -1.78 2.08 0.91
C: -2.33 3.03 0.12
C: -2.63 4.31 0.73
C: -2.40 4.53 2.07
C: -1.86 3.50 2.89
C: -1.60 3.68 4.26
H: -0.93 2.77 6.11
H: -0.50 0.55 5.09
H: -0.82 0.21 2.61
H: -2.55 2.87 -0.93
H: -3.04 5.11 0.11
H: -2.63 5.49 2.55
H: -1.81 4.65 4.72

**HOMO (spin up / spin down)**: -12.1 / -11.7 eV
**Total energy**: -2200.17580 Eh
**Net charge**: +2
**Orbital gap (spin up / spin down)**: 3.545 / 3.199 eV
**LUMO (spin up / spin down)**: -0.3142 / -0.3142 hartree
**ΔE to the lowest compared entry with this formula, charge and spin**: 138.12 kcal per mole
**Molar mass**: 727.9 g/mol

=====

(3)
Computed, not measured: a structure of composition C3H5ClINO in a non-equilibrium geometry, with the ωB97M-V functional and the def2-TZVPD basis.

Positions of all 12 atoms, in Å:
C: 0.22 -0.61 1.45
C: -0.26 0.17 -1.29
C: -0.97 0.24 0.05
N: 1.33 -0.66 0.92
O: 0.95 0.94 -1.28
Cl: -1.19 1.92 0.55
I: -2.94 -0.71 -0.12
H: -0.22 -0.72 2.51
H: 0.03 -0.92 -1.44
H: -0.73 0.49 -2.22
H: 2.33 -0.97 1.31
H: 1.45 0.84 -0.43

**HOMO**: -9.1 eV
**Total energy**: -1005.07749 Eh
**Orbital gap**: 9.266 eV
**LUMO**: 0.0052 hartree
**ΔE to the lowest compared entry with this formula, charge and spin**: 65.12 kcal per mole
**Molar mass**: 233.4 g/mol